(1)
Here is a structure of composition C24H39BrMgN10O7S from the OMol25 dataset. Energies are from the ωB97M-V functional and the def2-TZVPD basis.

Highest occupied orbital energy in eV: -13.819
Spin multiplicity: 1
Net charge: +2

CARTESIAN COORDINATES (ANGSTROEM)
Mg 1.36 0.11 0.69
N -1.76 -1.78 3.12
C -1.35 -1.70 4.54
C 0.16 -1.93 4.69
C 1.09 -0.80 4.22
N 1.42 -0.86 2.76
C 0.57 0.58 4.62
C -0.93 0.80 4.47
N -1.31 0.91 3.02
C -1.74 -0.33 5.10
H -1.42 -2.64 2.70
H -1.36 -0.08 2.65
H -2.78 -1.87 3.08
H -1.85 -2.47 5.13
H 0.44 -2.87 4.21
H 0.35 -2.07 5.75
H 2.03 -0.95 4.75
H 1.42 -1.84 2.47
H 2.41 -0.61 2.68
H 1.13 1.36 4.09
H 0.79 0.72 5.68
H -1.19 1.76 4.93
H -0.64 1.48 2.48
H -2.24 1.33 2.93
H -2.81 -0.15 4.96
H -1.56 -0.31 6.17
Br 6.51 0.76 -3.58
C 5.96 -0.64 -2.44
C 6.61 -1.87 -2.51
C 6.15 -2.88 -1.68
C 5.08 -2.63 -0.83
C 4.53 -1.36 -0.83
N 4.95 -0.38 -1.63
C 3.38 -0.98 0.06
O 3.49 -0.01 0.85
O 2.28 -1.59 -0.08
H 7.43 -2.02 -3.19
H 6.62 -3.85 -1.70
H 4.68 -3.40 -0.18
C 3.67 5.16 -0.92
N 2.78 4.06 -0.59
C 1.80 4.09 0.49
C 1.41 2.64 0.53
O 0.66 2.05 1.36
N 2.01 1.95 -0.43
C 2.93 2.80 -0.99
N 3.85 2.37 -1.82
H 3.19 6.10 -0.63
H 3.84 5.20 -1.99
H 4.62 5.08 -0.39
H 0.95 4.74 0.28
H 2.26 4.40 1.44
H 4.08 1.36 -1.85
H 4.56 2.99 -2.17
C -6.42 0.49 -5.71
C -5.10 0.31 -4.97
S -5.06 -1.31 -4.23
O -6.09 -1.38 -3.23
O -4.96 -2.28 -5.28
C -3.49 -1.36 -3.34
C -3.64 -0.77 -1.95
N -2.41 -0.96 -1.15
C -1.45 -0.04 -0.96
N -0.46 -0.53 -0.21
C -0.78 -1.83 0.07
C -1.99 -2.10 -0.49
N -2.73 -3.32 -0.35
O -3.68 -3.50 -1.07
O -2.33 -4.08 0.52
C -1.50 1.33 -1.52
H -6.45 1.48 -6.17
H -7.27 0.40 -5.03
H -6.52 -0.25 -6.50
H -4.99 1.04 -4.16
H -4.25 0.37 -5.64
H -2.73 -0.86 -3.95
H -3.26 -2.42 -3.30
H -4.47 -1.25 -1.44
H -3.83 0.30 -1.98
H -0.13 -2.49 0.60
H -2.30 1.93 -1.07
H -1.66 1.31 -2.60
H -0.54 1.82 -1.34

(2)
Here is a cluster of 2 separate species, C24H39Cl2F3IN2O2 in total from the OMol25 dataset. Energies are from the ωB97M-V functional and the def2-TZVPD basis.

Highest occupied orbital energy in eV: -11.377
Spin multiplicity: 1
Net charge: +1

CARTESIAN COORDINATES (ANGSTROEM)
C 3.35 1.66 -2.70
C 2.17 0.84 -3.18
O 2.49 -0.57 -3.24
C 1.51 -1.37 -2.82
C 0.22 -1.26 -3.34
N -0.69 -2.10 -2.90
I -2.59 -1.94 -3.75
N -0.57 -3.03 -2.01
C 0.64 -3.19 -1.47
C 0.73 -4.29 -0.45
C -0.17 -3.97 0.78
C 0.62 -3.48 1.96
F 0.27 -2.28 2.50
C 1.64 -4.13 2.55
F 2.74 -3.48 2.91
F 1.65 -5.41 2.85
C 1.71 -2.37 -1.88
C 3.10 -2.53 -1.32
C 3.69 -1.18 -0.79
C 4.48 -1.40 0.50
C 4.47 -0.06 1.27
C 3.05 0.09 1.90
C 2.43 1.50 1.71
C 1.28 1.56 0.70
C 0.21 0.47 0.86
C -1.08 0.77 0.10
C -1.86 1.96 0.66
C -3.18 2.12 -0.09
O -3.83 3.36 0.09
C -3.77 3.85 1.42
H 3.22 2.71 -2.93
H 4.25 1.32 -3.23
H 3.54 1.56 -1.63
H 1.33 1.04 -2.50
H 1.86 1.23 -4.15
H -0.02 -0.53 -4.10
H 1.75 -4.46 -0.15
H 0.34 -5.20 -0.91
H -0.71 -4.87 1.09
H -0.88 -3.18 0.53
H 3.16 -3.26 -0.52
H 3.73 -2.89 -2.14
H 4.42 -0.86 -1.53
H 2.94 -0.40 -0.69
H 5.51 -1.69 0.30
H 4.05 -2.18 1.14
H 5.24 0.00 2.03
H 4.56 0.72 0.50
H 2.41 -0.71 1.53
H 3.16 -0.07 2.97
H 3.22 2.15 1.33
H 2.15 1.92 2.68
H 0.78 2.52 0.83
H 1.63 1.54 -0.34
H 0.03 0.22 1.91
H 0.62 -0.46 0.42
H -1.73 -0.10 0.10
H -0.83 1.00 -0.95
H -1.32 2.90 0.57
H -2.01 1.78 1.73
H -3.85 1.27 0.08
H -2.91 2.09 -1.15
H -2.82 4.34 1.65
H -4.52 4.64 1.49
H -4.03 3.11 2.18
Cl -6.73 1.56 -0.11
C -8.15 2.26 0.71
C -7.82 3.50 1.49
Cl -6.80 3.16 2.92
H -8.58 1.49 1.35
H -8.87 2.50 -0.07
H -8.74 3.95 1.86
H -7.29 4.24 0.88

(3)
Here is a cluster of 5 separate species, C24H39ClN5O16S in total from the OMol25 dataset. Energies are from the ωB97M-V functional and the def2-TZVPD basis.

Highest occupied orbital energy in eV: -12.150
Spin multiplicity: 1
Net charge: +1

CARTESIAN COORDINATES (ANGSTROEM)
C -2.70 1.43 0.66
C -1.52 0.42 0.11
O -0.64 1.04 -0.93
N 0.26 0.05 -1.18
C 0.06 -0.99 -2.06
N 1.18 -2.01 -2.14
C 0.54 -2.97 -3.15
N 1.29 -4.23 -3.54
C 2.79 -4.05 -3.48
C 0.99 -5.36 -2.55
C 0.77 -5.18 -0.93
O 0.94 -6.62 -3.04
N -0.82 -2.43 -3.59
C -1.72 -3.18 -4.59
S -2.32 -4.73 -3.64
O -1.77 -5.96 -4.39
O -3.86 -4.76 -3.48
N -1.15 -1.23 -2.94
Cl -2.60 -0.32 -3.16
H -3.75 0.90 0.45
H -2.73 2.49 0.15
H -2.59 1.47 1.84
H -2.06 -0.56 -0.28
H -0.77 0.09 0.98
H 1.16 0.08 -0.64
H 3.17 -3.25 -4.25
H 3.12 -3.82 -2.36
H 3.26 -5.11 -3.79
H 0.30 -4.15 -0.62
H 1.80 -5.33 -0.37
H 0.05 -6.05 -0.55
H -1.17 -3.45 -5.59
H -2.69 -2.58 -4.88
H -1.79 -4.68 -2.31
C 1.39 2.77 5.43
C 1.03 2.38 4.01
C -0.45 2.32 3.77
O -0.55 1.36 2.74
C 0.53 0.54 2.85
O 0.67 -0.51 2.25
O 1.45 1.06 3.73
H 0.93 3.71 5.73
H 1.10 1.99 6.14
H 2.48 2.88 5.53
H 1.52 3.06 3.30
H -0.86 3.28 3.45
H -1.02 1.96 4.64
C 7.52 4.75 5.59
C 6.06 4.80 5.99
C 5.51 3.47 6.40
O 4.13 3.58 6.08
C 4.05 4.49 5.06
O 3.05 4.69 4.40
O 5.24 5.14 4.89
H 8.14 4.32 6.38
H 7.66 4.17 4.67
H 7.88 5.76 5.38
H 5.90 5.55 6.78
H 5.64 3.28 7.47
H 5.93 2.63 5.84
C -6.85 -4.26 -3.73
C -8.12 -3.43 -3.71
C -8.49 -2.94 -2.34
O -9.89 -2.82 -2.42
C -10.31 -3.71 -3.37
O -11.47 -4.02 -3.57
O -9.24 -4.21 -4.07
H -6.01 -3.72 -3.28
H -6.99 -5.21 -3.21
H -6.59 -4.51 -4.77
H -8.03 -2.59 -4.41
H -8.03 -1.98 -2.10
H -8.24 -3.66 -1.54
C 1.29 3.49 -1.32
C 2.65 4.16 -1.30
C 3.72 3.38 -2.00
O 4.89 3.78 -1.33
C 4.51 4.16 -0.07
O 5.28 4.38 0.84
O 3.15 4.26 0.02
H 0.98 3.25 -2.33
H 1.30 2.57 -0.72
H 0.54 4.14 -0.86
H 2.57 5.18 -1.71
H 3.78 3.62 -3.07
H 3.61 2.29 -1.89

(4)
Here is a structure of composition C24H39F4N4O4SZr from the OMol25 dataset. Energies are from the ωB97M-V functional and the def2-TZVPD basis.

Highest occupied orbital energy in eV: -15.064
Spin multiplicity: 1
Net charge: +3

CARTESIAN COORDINATES (ANGSTROEM)
Zr 0.19 -0.19 0.00
C 1.30 -2.41 -1.98
C 2.43 -2.47 -0.99
O 2.00 -1.73 0.17
C 3.03 -1.65 1.19
C 2.49 -0.78 2.30
O 1.61 0.24 1.76
C 2.20 1.56 1.53
C 2.85 1.60 0.17
O 1.90 1.02 -0.77
C 2.45 0.76 -2.10
C 1.47 -0.10 -2.89
O 0.78 -1.06 -2.03
H 0.47 -3.04 -1.68
H 1.61 -2.72 -2.98
H 3.35 -2.01 -1.38
H 2.65 -3.51 -0.72
H 3.93 -1.24 0.73
H 3.25 -2.65 1.56
H 3.30 -0.31 2.85
H 1.89 -1.36 3.00
H 2.93 1.78 2.31
H 1.38 2.27 1.60
H 3.76 1.02 0.12
H 3.06 2.63 -0.12
H 3.41 0.28 -1.96
H 2.60 1.71 -2.61
H 2.01 -0.64 -3.67
H 0.70 0.49 -3.37
C -1.56 -3.65 2.37
C -0.59 -2.75 1.62
N -1.08 -1.34 1.37
C -2.41 -1.34 0.65
C -2.27 -1.79 -0.81
C -1.21 -0.55 2.64
C -1.39 0.95 2.33
N -0.81 1.25 1.00
C -1.11 2.45 0.33
C -0.97 2.43 -1.04
F -0.68 1.14 -1.55
C -1.14 3.49 -1.88
F -0.98 3.33 -3.19
C -1.51 4.70 -1.33
C -1.67 4.77 0.04
F -2.02 5.91 0.62
C -1.47 3.67 0.87
F -1.62 3.80 2.19
H -1.02 -4.56 2.65
H -2.41 -3.96 1.77
H -1.93 -3.20 3.29
H -0.37 -3.19 0.65
H 0.34 -2.67 2.17
H -2.82 -0.33 0.66
H -3.10 -1.99 1.19
H -1.63 -1.13 -1.42
H -3.25 -1.69 -1.26
H -1.94 -2.82 -0.90
H -0.31 -0.72 3.23
H -2.06 -0.92 3.22
H -0.92 1.52 3.12
H -2.45 1.21 2.30
H -1.66 5.58 -1.95
C -5.77 3.26 1.39
N -6.31 2.80 0.12
C -7.72 3.00 -0.21
C -7.84 2.34 -1.60
N -6.55 1.67 -1.72
C -5.70 1.99 -0.74
S -4.08 1.43 -0.66
H -6.16 4.26 1.59
H -4.69 3.30 1.32
H -6.06 2.60 2.21
H -7.96 4.06 -0.23
H -8.35 2.51 0.53
H -7.97 3.08 -2.40
H -8.66 1.63 -1.65
H -6.25 1.16 -2.53

(5)
Here is a structure of composition C24H40B2BaF8N2O10 from the OMol25 dataset. Energies are from the ωB97M-V functional and the def2-TZVPD basis.

Highest occupied orbital energy in eV: -9.263
Spin multiplicity: 1

CARTESIAN COORDINATES (ANGSTROEM)
Ba 0.56 0.17 -3.14
B -0.75 -0.74 -0.36
F -0.43 -1.44 -1.50
F 0.01 -1.07 0.74
F -0.59 0.61 -0.64
F -2.16 -0.87 -0.12
B 1.99 2.72 -1.97
F 2.10 1.48 -1.45
F 2.63 2.68 -3.19
F 0.68 3.02 -2.12
F 2.72 3.60 -1.08
C 0.48 -3.89 3.46
C -0.35 -4.64 4.33
C -1.38 -5.37 3.78
C -1.50 -5.35 2.30
C -0.67 -4.65 1.47
C 0.43 -3.88 2.09
N -2.60 -6.14 1.78
O -3.51 -6.56 2.53
O -2.54 -6.48 0.58
H 1.23 -3.21 3.82
H -0.13 -4.72 5.39
H -2.01 -5.95 4.45
H -0.74 -4.51 0.40
H 1.03 -3.23 1.47
C 1.32 1.10 2.80
C 2.57 1.65 3.21
C 3.25 1.13 4.33
C 2.60 0.09 5.08
C 1.36 -0.41 4.73
C 0.76 0.07 3.56
N 3.26 -0.45 6.38
O 3.98 0.31 6.97
O 2.89 -1.48 6.92
H 0.78 1.45 1.93
H 2.96 2.38 2.51
H 4.16 1.59 4.66
H 0.99 -1.22 5.35
H -0.20 -0.29 3.20
C -3.31 -0.85 -3.07
O -2.22 0.10 -3.13
C -2.72 1.44 -2.93
C -2.24 2.33 -4.15
O -0.73 2.37 -4.29
C -0.09 3.58 -4.73
H -3.91 -0.67 -2.18
H -2.94 -1.88 -3.00
H -4.00 -0.77 -3.91
H -2.24 1.79 -2.02
H -3.79 1.55 -2.76
H -2.62 3.33 -3.95
H -2.59 2.05 -5.14
H -0.18 4.50 -4.15
H -0.42 3.78 -5.75
H 0.94 3.28 -4.91
C -0.46 7.02 1.58
O -1.23 6.03 0.91
C -0.55 4.81 0.68
C -1.53 3.75 0.21
O -2.68 3.52 1.09
C -2.44 2.59 2.13
H -1.09 7.79 2.04
H 0.28 7.59 1.02
H 0.04 6.56 2.42
H 0.09 4.53 1.51
H -0.04 5.09 -0.25
H -1.06 2.83 -0.12
H -2.08 4.18 -0.63
H -2.26 1.65 1.61
H -3.30 2.32 2.74
H -1.56 2.72 2.76
C 3.10 -1.62 -0.83
O 2.79 -1.83 -2.17
C 2.42 -3.22 -2.43
C 2.05 -3.35 -3.90
O 0.85 -2.71 -4.31
C -0.37 -3.51 -4.24
H 2.50 -2.27 -0.20
H 2.93 -0.64 -0.38
H 4.16 -1.79 -0.65
H 1.56 -3.43 -1.79
H 3.22 -3.85 -2.05
H 2.06 -4.36 -4.30
H 2.82 -2.77 -4.40
H -1.26 -2.89 -4.09
H -0.57 -4.10 -3.36
H -0.59 -4.12 -5.12

(6)
Here is a cluster of 9 separate species, C24H40B2Br2F8N3O3 in total from the OMol25 dataset. Energies are from the ωB97M-V functional and the def2-TZVPD basis.

Highest occupied orbital energy in eV: 2.230
Spin multiplicity: 1
Net charge: -3

CARTESIAN COORDINATES (ANGSTROEM)
B 3.64 1.19 1.80
F 2.29 1.47 2.05
F 4.39 2.38 2.11
F 4.07 0.12 2.59
F 3.89 0.89 0.44
B -1.23 0.62 4.28
F -0.87 0.93 5.62
F -2.50 1.17 3.97
F -0.24 1.09 3.40
F -1.32 -0.79 4.17
C -0.16 -0.31 0.41
C 0.98 -1.28 -0.05
O 1.76 -1.75 0.89
H -0.70 0.25 -0.37
H 0.23 0.47 1.07
H -0.88 -0.98 0.90
H 1.58 -0.75 -0.87
H 0.44 -2.14 -0.59
C -4.53 1.86 1.03
C -5.08 2.77 -0.07
C -3.96 3.78 -0.36
O -3.02 3.65 0.68
C -3.06 2.29 1.13
H -4.59 0.80 0.80
H -5.00 2.06 1.99
H -6.05 3.22 0.19
H -5.36 2.21 -0.97
H -4.29 4.81 -0.44
H -3.42 3.52 -1.28
H -2.68 2.23 2.15
H -2.46 1.63 0.50
C -1.76 -4.29 1.65
C -0.65 -5.34 1.87
C -0.16 -5.00 3.28
O -0.46 -3.64 3.47
C -1.74 -3.46 2.94
H -2.74 -4.75 1.45
H -1.53 -3.67 0.78
H 0.17 -5.16 1.17
H -1.01 -6.36 1.75
H 0.91 -5.19 3.39
H -0.66 -5.59 4.07
H -1.95 -2.42 2.70
H -2.50 -3.76 3.67
Br -1.26 5.96 -2.97
C 0.22 4.63 -2.69
C -0.38 3.48 -1.94
Br 0.84 1.96 -1.99
H 0.89 5.22 -2.08
H 0.58 4.37 -3.68
H -1.33 3.17 -2.36
H -0.57 3.70 -0.89
N 2.65 -3.64 -2.07
C 2.88 -4.74 -1.30
C 4.19 -5.09 -1.43
C 4.77 -4.20 -2.38
C 3.80 -3.29 -2.71
H 1.82 -3.07 -2.17
H 2.07 -5.12 -0.70
H 4.75 -5.86 -0.93
H 5.79 -4.21 -2.74
H 3.77 -2.48 -3.42
N 1.16 -0.79 -3.78
C 0.22 -1.57 -3.21
C -0.01 -2.65 -4.03
C 0.82 -2.50 -5.17
C 1.59 -1.38 -4.94
H 1.45 0.13 -3.49
H -0.44 -1.26 -2.41
H -0.76 -3.37 -3.71
H 0.83 -3.18 -6.01
H 2.23 -0.87 -5.63
N 1.79 4.03 0.96
C 0.56 3.74 1.46
C -0.20 4.88 1.44
C 0.66 5.94 1.01
C 1.89 5.38 0.76
H 2.60 3.43 1.04
H 0.34 2.70 1.62
H -1.22 4.93 1.77
H 0.47 7.00 0.98
H 2.80 5.82 0.39

no.,E_tot (eV),HOMO-LUMO gap (eV),LUMO level (eV)
1,-141068.0188,8.7,-5.13
2,-73883.4117,6.6,-4.73
3,-89069.2919,7.5,-4.67
4,-62632.6737,5.6,-9.50
5,-72783.2317,8.7,-0.58
6,-199335.7484,2.8,5.07